# 1
Density functional theory data (wB97M-V/def2-TZVPD) for C27H31AsF3N5O3RhS2 as an isolated structure at a distorted geometry.

XYZ file:
```
73
Properties=species:S:1:pos:R:3:lowdin_charge:R:1
Rh -0.7304 0.6666 0.8085 0.76
F -2.9793 2.1615 5.4250 0.15
C -1.6863 1.9643 5.7138 -0.61
F -1.5290 0.6605 5.9792 0.15
F -1.4126 2.6406 6.8336 0.16
C -0.7968 2.4030 4.5804 -0.10
C 0.1136 3.4255 4.7447 0.04
C 0.9326 3.8063 3.6818 -0.02
C 0.8024 3.1422 2.4862 -0.12
N -0.0887 2.1579 2.3242 -0.10
C -0.8833 1.7797 3.3272 -0.68
S -1.9396 0.5201 2.8281 0.80
H 0.1834 3.9302 5.6986 0.13
H 1.6515 4.6056 3.7876 0.12
H 1.4176 3.3774 1.6263 0.13
C 4.6653 -2.3248 -5.1182 -0.04
C 3.5861 -1.6995 -4.2757 -0.25
C 3.8605 -0.6241 -3.4367 -0.02
C 2.8634 -0.0535 -2.6568 -0.04
C 1.5739 -0.5622 -2.7316 -0.29
C 1.2717 -1.6237 -3.5771 -0.07
C 2.2777 -2.1853 -4.3369 -0.02
S 0.3247 0.1348 -1.7193 0.56
O -0.8214 0.4985 -2.5340 -0.35
O 0.9160 1.2701 -0.9821 -0.40
N -0.1558 -0.9480 -0.6736 -0.21
C 0.6445 -1.9532 -0.1051 -0.26
C 0.8216 -3.1795 -0.6874 0.00
C 1.5743 -4.1900 -0.0517 -0.05
C 2.1429 -3.9734 1.1678 -0.03
C 1.9815 -2.7185 1.8005 -0.14
C 2.5523 -2.4099 3.0529 0.01
C 2.3904 -1.1635 3.5793 -0.02
C 1.6194 -0.2226 2.8779 -0.10
N 1.0323 -0.4808 1.7312 0.06
C 1.2210 -1.7146 1.1646 -0.14
H 5.6375 -1.8817 -4.9106 0.08
H 4.4453 -2.1932 -6.1792 0.09
H 4.7299 -3.3979 -4.9306 0.09
H 4.8656 -0.2217 -3.3932 0.12
H 3.0710 0.7802 -1.9995 0.11
H 0.2533 -1.9867 -3.6533 0.12
H 2.0502 -3.0132 -4.9991 0.12
H 0.3691 -3.3710 -1.6513 0.11
H 1.6903 -5.1483 -0.5419 0.11
H 2.7070 -4.7502 1.6689 0.12
H 3.1185 -3.1690 3.5800 0.13
H 2.8314 -0.8870 4.5267 0.12
H 1.4904 0.7701 3.2842 0.10
C -3.4165 -2.5615 -2.6277 -0.07
N -3.0380 -1.3978 -1.8530 0.04
C -3.1770 -1.2740 -0.5226 -0.61
N -3.7153 -2.3088 0.1688 0.20
O -2.8531 -0.2236 0.0638 -0.19
H -2.7015 -3.3843 -2.5287 0.08
H -3.4727 -2.2794 -3.6754 0.09
H -4.4031 -2.9149 -2.3296 0.09
H -2.4095 -0.7161 -2.2615 0.09
H -3.9513 -3.1911 -0.2431 0.09
H -3.8255 -2.1834 1.1582 0.11
C -3.6562 2.3550 -0.8823 -0.26
As -1.8198 2.6171 -0.3533 1.12
C -2.0457 4.1210 0.8537 -0.26
C -1.0766 3.5177 -1.8891 -0.25
H -4.0700 3.3118 -1.1963 0.04
H -4.2115 1.9538 -0.0398 0.04
H -3.6917 1.6392 -1.6998 0.03
H -2.6360 4.8790 0.3422 0.04
H -1.0802 4.5405 1.1281 0.02
H -2.5668 3.7974 1.7538 0.04
H -1.7294 4.3598 -2.1104 0.04
H -1.0385 2.8282 -2.7255 0.02
H -0.0713 3.8664 -1.6650 0.04
```

The calculation puts the LUMO energy (spin up / spin down) at -3.784 / -3.782 eV. For the energy, the calculation gives -135760.8984 eV. Its energy above the lowest of the compared OMol25 structures with the same formula, charge and spin is 2.189 eV. As for the total charge: +1. The orbital gap (spin up / spin down) comes out at 7.032 / 7.034 eV.

=====

# 2
Density functional theory data (wB97M-V/def2-TZVPD) for C27H31BiN6O2S2Se2 as an isolated structure at a distorted geometry.

XYZ file:
```
71
Properties=species:S:1:pos:R:3:lowdin_charge:R:1
Bi -0.6778 0.4602 0.7381 1.42
C 0.5634 -4.6880 0.1409 -0.01
C -0.4940 -3.6809 0.4842 -0.24
N -0.3014 -2.7372 1.3364 0.08
N 0.8986 -2.7803 1.9761 0.00
C 1.4998 -1.7440 2.5948 -0.72
N 2.6762 -1.9797 3.1537 0.15
S 0.8752 -0.1682 2.8248 0.64
C -1.7873 -3.7441 -0.2386 -0.24
C -2.3151 -4.9723 -0.6287 -0.01
C -3.5028 -5.0022 -1.3420 -0.03
C -4.1182 -3.8062 -1.6696 -0.03
C -3.5263 -2.6331 -1.2322 -0.13
N -2.4054 -2.5955 -0.5205 0.10
H 1.4998 -4.1557 -0.0456 0.10
H 0.3013 -5.2435 -0.7534 0.09
H 0.7324 -5.4069 0.9465 0.11
H 1.4710 -3.6046 1.8280 0.13
H 3.1170 -2.8869 3.1558 0.14
H 3.1576 -1.2166 3.6013 0.12
H -1.8235 -5.8979 -0.3659 0.12
H -3.9324 -5.9454 -1.6484 0.12
H -5.0338 -3.7811 -2.2419 0.12
H -3.9636 -1.6700 -1.4688 0.11
O 1.4247 -0.9283 -0.1484 -0.47
S 2.2205 0.2894 -0.3865 0.59
O 3.1832 0.5747 0.6356 -0.30
N 1.0435 1.4316 -0.3552 -0.31
C 0.7815 2.4061 -1.3165 -0.27
C 1.7309 2.9605 -2.1514 0.00
C 1.3894 3.9433 -3.0936 -0.04
C 0.1116 4.4165 -3.1961 -0.02
C -0.8903 3.9005 -2.3508 -0.14
C -2.2211 4.3692 -2.3580 0.03
C -3.1493 3.8272 -1.5086 -0.02
C -2.7570 2.7793 -0.6714 -0.13
N -1.5236 2.3190 -0.6335 -0.14
C -0.5653 2.8712 -1.4277 -0.18
C 3.0054 0.1006 -1.9551 -0.31
C 4.3169 0.5185 -2.1169 -0.06
C 4.9376 0.2898 -3.3344 -0.04
C 4.2511 -0.3634 -4.3499 -0.04
C 2.9437 -0.7953 -4.1634 -0.04
C 2.3093 -0.5607 -2.9556 -0.05
H 2.7557 2.6333 -2.0737 0.11
H 2.1627 4.3345 -3.7397 0.12
H -0.1424 5.1865 -3.9109 0.13
H -2.4913 5.1720 -3.0312 0.13
H -4.1647 4.1928 -1.4753 0.12
H -3.4632 2.3084 0.0045 0.12
H 4.8302 1.0034 -1.2974 0.12
H 5.9602 0.6053 -3.4849 0.12
H 4.7446 -0.5468 -5.2941 0.12
H 2.4303 -1.3230 -4.9539 0.12
H 1.2974 -0.8884 -2.7601 0.12
C -2.1709 -1.1783 4.2362 -0.36
Se -2.8825 -0.0589 2.8021 0.84
C -2.8173 1.6854 3.7351 -0.51
C -1.4201 2.2494 3.9079 -0.49
Se -0.6044 2.8599 2.1989 0.94
C 1.1689 3.1838 2.9447 -0.32
H -2.7620 -1.0065 5.1322 0.04
H -1.1235 -0.9593 4.4148 -0.03
H -2.2915 -2.2040 3.8990 0.03
H -3.2793 1.5322 4.7099 0.08
H -3.4495 2.3529 3.1490 0.06
H -0.7372 1.5143 4.3335 0.04
H -1.4423 3.1292 4.5530 0.09
H 1.0924 4.0553 3.5901 0.05
H 1.8473 3.3828 2.1198 0.04
H 1.4986 2.3144 3.5028 -0.01
```

The calculation puts the LUMO energy at -5.445 eV. For the energy, the calculation gives -199727.3324 eV. Its energy above the lowest of the compared OMol25 structures with the same formula, charge and spin is 0.538 eV. As for the total charge: +2. The orbital gap comes out at 7.523 eV.

=====

# 3
Density functional theory data (wB97M-V/def2-TZVPD) for C27H31ClFN2O2Pt as an isolated structure at a distorted geometry.

XYZ file:
```
65
Properties=species:S:1:pos:R:3:nbo_charge:R:1
Pt -1.7969 -0.3540 -0.4284 0.79
N -2.7865 -1.2297 -2.5139 -0.83
C -3.8302 -0.2722 -2.8910 -0.35
C -4.6839 0.0849 -1.6819 0.75
O -5.7826 0.5943 -1.9156 -0.72
O -4.1463 -0.1863 -0.5640 -0.80
H -2.1597 -1.4494 -3.2774 0.37
H -3.2293 -2.0891 -2.2093 0.37
H -4.5147 -0.6443 -3.6525 0.19
H -3.3515 0.6307 -3.2739 0.20
C 0.7171 0.2367 -2.8204 -0.61
C 1.5626 1.1580 -1.9341 -0.25
C 0.9616 2.5648 -1.8669 -0.60
C 1.8650 0.5433 -0.5772 0.06
C 3.1623 0.0673 -0.3690 -0.24
C 3.5621 -0.4847 0.8377 -0.23
C 2.6312 -0.5814 1.8611 -0.27
C 1.3247 -0.1241 1.6943 0.07
C 0.3636 -0.2816 2.8698 -0.28
C 0.2933 -1.7366 3.3478 -0.60
C 0.7415 0.6185 4.0546 -0.60
C 0.9377 0.4546 0.4602 0.10
N -0.3842 0.9689 0.2921 -0.74
C -0.6085 2.1654 0.9744 0.09
C 0.4390 3.0321 1.3553 -0.28
C 0.2206 4.2594 1.9727 -0.22
C -1.0652 4.6947 2.2484 -0.27
C -2.1239 3.8698 1.8823 -0.29
C -1.8884 2.6586 1.2693 0.40
F -2.9653 1.9164 0.9351 -0.32
H 0.4654 0.7417 -3.7587 0.19
H -0.2137 -0.0430 -2.3192 0.22
H 1.2557 -0.6853 -3.0569 0.20
H 2.5358 1.2498 -2.4199 0.19
H -0.0848 2.5318 -1.5523 0.23
H 1.0103 3.0313 -2.8563 0.20
H 1.5017 3.2042 -1.1654 0.21
H 3.8758 0.1368 -1.1844 0.20
H 4.5778 -0.8392 0.9738 0.20
H 2.9242 -1.0167 2.8126 0.20
H -0.6314 -0.0062 2.5289 0.24
H 1.2587 -2.0825 3.7310 0.19
H -0.0148 -2.4147 2.5497 0.21
H -0.4355 -1.8279 4.1584 0.21
H 1.7350 0.3528 4.4343 0.19
H 0.0249 0.4913 4.8717 0.20
H 0.7531 1.6713 3.7768 0.23
H 1.4546 2.7211 1.1529 0.22
H 1.0725 4.8762 2.2367 0.20
H -1.2479 5.6468 2.7318 0.20
H -3.1547 4.1498 2.0642 0.22
Cl 3.4775 -4.0585 -2.9890 -0.04
C 2.0594 -3.5698 -2.0850 -0.05
C 2.2021 -3.0475 -0.8147 -0.24
C 1.0714 -2.6349 -0.1161 -0.14
C -0.1980 -2.7181 -0.6718 -0.04
C -1.4132 -2.2196 0.0601 -0.52
C -0.3074 -3.2893 -1.9366 -0.20
C 0.8044 -3.7108 -2.6517 -0.24
H 3.1861 -2.9574 -0.3710 0.23
H 1.1930 -2.2191 0.8780 0.22
H -1.2974 -2.2168 1.1410 0.19
H -2.3162 -2.7660 -0.2244 0.18
H -1.2903 -3.4213 -2.3704 0.20
H 0.7007 -4.1450 -3.6378 0.22
```

The calculation puts the LUMO energy at 2.549 eV. For the energy, the calculation gives -54065.5190 eV. Its energy above the lowest of the compared OMol25 structures with the same formula, charge and spin is 2.540 eV. As for the total charge: -1. The orbital gap comes out at 6.751 eV.

=====

# 4
Density functional theory data (wB97M-V/def2-TZVPD) for C27H31GdN4P as an isolated structure at a distorted geometry.

XYZ file:
```
64
Properties=species:S:1:pos:R:3:mulliken_spin:R:1
Gd 0.2170 0.1568 -0.1042 6.56
C -1.5821 2.5401 -1.5861 0.00
C -1.7378 1.9317 -2.9805 0.00
C -1.7479 0.4068 -3.0674 0.00
C -2.2501 -0.2344 -4.1732 0.00
C -2.2583 -1.5922 -4.2441 0.00
C -1.6855 -2.3248 -3.2557 0.00
C -1.1740 -1.6993 -2.1682 0.03
N -1.1738 -0.3267 -2.0276 0.03
N -0.2468 2.5313 -0.9620 0.02
C -0.2464 3.3031 0.2898 0.01
C -1.2280 2.7474 1.2421 0.00
C -2.2119 3.5128 1.8456 0.00
C -3.1326 3.0330 2.7277 0.00
C -2.9935 1.6798 3.0858 0.00
C -2.0003 0.9206 2.4221 -0.01
N -1.1761 1.3677 1.5084 0.04
C 0.8251 3.0012 -1.8761 0.00
C 2.1660 2.4636 -1.4496 0.00
C 3.3604 3.0289 -1.9829 0.00
C 4.5742 2.4231 -1.6720 0.00
C 4.6255 1.3496 -0.7381 0.00
C 3.4308 0.8915 -0.2221 0.00
N 2.1909 1.3847 -0.5676 0.07
H -2.2879 1.9872 -0.9722 0.00
H -1.9317 3.5421 -1.5535 0.00
H -0.9734 2.3224 -3.6511 0.00
H -2.6174 2.2682 -3.4292 0.00
H -2.6367 0.3793 -4.9434 0.00
H -2.6243 -2.1346 -5.0941 0.00
H -1.7922 -3.3705 -3.2988 0.00
H -0.8590 -2.2798 -1.2965 -0.02
H -0.4701 4.3911 0.2123 0.00
H 0.7829 3.3466 0.8219 0.00
H -2.3273 4.5706 1.5387 0.00
H -3.9083 3.6241 3.1774 0.00
H -3.6026 1.1979 3.8282 0.00
H -1.9677 -0.0764 2.7584 0.00
H 0.9151 4.0883 -1.9563 0.00
H 0.6363 2.6293 -2.8460 0.00
H 3.3173 3.8069 -2.6969 0.00
H 5.4419 2.8115 -2.1587 0.00
H 5.6112 0.9301 -0.5016 0.00
H 3.3793 0.1597 0.5486 0.00
C 3.0839 -2.3388 2.0111 0.02
P 1.6148 -2.3617 0.9523 0.20
C 2.0320 -3.6753 -0.2312 0.01
C 0.2861 -2.9843 2.0789 0.03
C 0.3883 -2.8805 3.4775 0.01
C -0.6390 -3.3553 4.2681 -0.01
C -1.8136 -3.9222 3.7353 0.02
C -1.8703 -4.1286 2.3708 -0.01
C -0.8561 -3.6201 1.4959 0.01
H 3.1635 -1.5179 2.7359 0.00
H 3.9749 -2.3680 1.4484 0.00
H 3.1420 -3.2373 2.6206 0.00
H 2.4793 -4.4600 0.3518 0.01
H 2.7617 -3.3449 -0.9568 0.00
H 1.1622 -4.0540 -0.7569 0.00
H 1.3093 -2.4742 3.9577 0.00
H -0.5180 -3.2747 5.3319 0.00
H -2.6057 -4.3292 4.3221 0.00
H -2.7334 -4.6096 1.8429 0.00
H -0.9922 -3.7534 0.4127 0.00
```

The spin multiplicity is 8. The calculation puts the LUMO energy (spin up / spin down) at -8.708 / -11.719 eV. For the energy, the calculation gives -64562.2292 eV. As for the total charge: +3. The orbital gap (spin up / spin down) comes out at 8.339 / 5.184 eV.

=====

Which of these has the highest total charge? C27H31GdN4P

=====

Among the records above, which one has the lowest total charge? C27H31ClFN2O2Pt

=====

Among the records above, which one has the highest energy? C27H31ClFN2O2Pt

=====

energy of number 2 (C27H31BiN6O2S2Se2)? -199727.3324 eV